Entry 1:
This record from OMol25 describes C23H23MnN8O3S as an isolated structure. The level of theory is wB97M-V/def2-TZVPD.

Calculated values
LUMO (spin up / spin down): -9.45 / -11.97 eV
<S²>: 3.8265
HOMO energy (spin up / spin down): -0.627 / -0.628 Ha
orbital gap (spin up / spin down): 7.614 / 5.117 eV

```
! RIJCOSX wB97M-V def2-TZVPD def2/J DEFGRID3
* xyz 3 4
Mn 2.180 -1.076 -0.187
O -0.020 -3.231 5.786
C 0.789 -2.087 5.746
C 1.111 -1.787 4.311
C 1.958 -0.732 3.974
C 2.238 -0.487 2.650
N 1.715 -1.245 1.672
C 0.901 -2.279 1.979
C 0.574 -2.565 3.288
C 0.432 -3.040 0.803
C -0.334 -4.183 0.869
C -0.685 -4.837 -0.311
C -1.489 -6.102 -0.271
O -1.952 -6.287 1.041
C -0.254 -4.298 -1.521
C 0.509 -3.152 -1.517
N 0.849 -2.530 -0.378
H -0.211 -3.471 6.699
H 1.732 -2.220 6.290
H 0.285 -1.210 6.171
H 2.411 -0.110 4.736
H 2.907 0.306 2.341
H -0.075 -3.391 3.537
H -0.663 -4.590 1.814
H -0.833 -6.919 -0.597
H -2.306 -6.026 -0.997
H -2.429 -7.121 1.108
H -0.504 -4.767 -2.464
H 0.866 -2.712 -2.440
C -0.672 1.127 0.745
C 0.321 1.416 -0.323
N 1.256 0.585 -0.768
C 1.982 1.260 -1.747
C 1.474 2.498 -1.894
N 0.416 2.583 -0.999
C -0.284 3.819 -0.669
N -0.648 4.578 -1.850
N 0.311 5.565 -2.272
N -0.139 6.171 -3.255
C -1.409 5.666 -3.568
C -2.289 6.051 -4.529
C -3.538 5.347 -4.564
C -3.846 4.317 -3.651
C -2.958 3.935 -2.682
C -1.707 4.632 -2.644
H -0.616 0.076 1.015
H -1.689 1.329 0.408
H -0.481 1.724 1.639
H 2.817 0.812 -2.261
H 1.770 3.323 -2.520
H 0.383 4.474 -0.110
H -1.167 3.603 -0.072
H -2.073 6.848 -5.228
H -4.262 5.631 -5.317
H -4.807 3.827 -3.718
H -3.197 3.152 -1.976
O 5.963 0.144 -0.745
S 5.438 -1.154 -0.435
N 3.950 -1.189 -0.146
*
```

Entry 2:
This record from OMol25 describes a 2-piece molecular cluster, C23H23N3 overall. The level of theory is wB97M-V/def2-TZVPD.

Calculated values
LUMO: -0.87 eV
HOMO energy: -0.263 Ha
orbital gap: 6.284 eV
SMILES: C(=C\N1CCCCC1)/c1ccccc1.N#CC(C#N)=Cc1ccccc1

```
! RIJCOSX wB97M-V def2-TZVPD def2/J DEFGRID3
* xyz 0 1
C -0.170 -0.984 -0.724
C 1.123 -1.397 -0.460
N 2.157 -1.384 -1.327
C 3.442 -1.873 -0.830
C 4.639 -1.325 -1.594
C 4.449 -1.427 -3.103
C 3.137 -0.780 -3.528
C 1.922 -1.297 -2.756
C -1.327 -1.434 0.011
C -2.622 -1.010 -0.380
C -3.742 -1.386 0.347
C -3.616 -2.230 1.461
C -2.345 -2.684 1.841
C -1.217 -2.315 1.117
H -0.354 -0.315 -1.569
H 1.395 -1.703 0.555
H 3.517 -1.586 0.226
H 3.466 -2.976 -0.878
H 4.781 -0.275 -1.310
H 5.527 -1.882 -1.280
H 5.279 -0.922 -3.605
H 4.470 -2.481 -3.406
H 3.206 0.304 -3.366
H 2.963 -0.949 -4.596
H 1.639 -2.288 -3.163
H 1.079 -0.621 -2.936
H -2.712 -0.375 -1.262
H -4.729 -1.031 0.041
H -4.503 -2.530 2.027
H -2.239 -3.350 2.700
H -0.234 -2.704 1.385
N 3.289 1.910 1.523
C 2.145 2.166 1.523
C 0.784 2.566 1.571
C 0.614 3.910 2.012
N 0.523 5.005 2.425
C -0.266 1.701 1.435
C -1.645 2.168 1.526
C -2.079 3.415 1.004
C -3.415 3.803 1.095
C -4.346 3.004 1.765
C -3.926 1.796 2.337
C -2.607 1.379 2.204
H -0.103 0.624 1.371
H -1.349 4.071 0.521
H -3.725 4.755 0.657
H -5.388 3.319 1.847
H -4.625 1.180 2.904
H -2.263 0.437 2.645
*
```